{
  "formula": "C47H56As2IIrN5PS2Si2",
  "method": "the ωB97M-V functional and the def2-TZVPD basis",
  "elements": ["Ir", "S", "C", "N", "C", "C", "C", "C", "C", "C", "S", "H", "H", "H", "H", "I", "N", "C", "C", "C", "N", "H", "H", "H", "H", "N", "C", "C", "C", "C", "C", "N", "H", "H", "H", "H", "H", "H", "C", "C", "As", "C", "C", "C", "C", "C", "C", "C", "C", "C", "C", "C", "C", "P", "C", "C", "C", "C", "C", "C", "C", "C", "C", "C", "C", "C", "H", "H", "H", "H", "H", "H", "H", "H", "H", "H", "H", "H", "H", "H", "H", "H", "H", "H", "H", "H", "H", "H", "H", "H", "C", "Si", "C", "C", "As", "Si", "C", "C", "C", "H", "H", "H", "H", "H", "H", "H", "H", "H", "H", "H", "H", "H", "H", "H", "H", "H", "H"],
  "coordinates": [[-0.984546, -0.028200, 1.001141], [-4.089517, -1.970925, 0.474739], [-4.013488, -0.441450, -0.283434], [-3.246174, 0.555756, 0.063637], [-3.660631, 1.742422, -0.540900], [-3.252156, 3.036336, -0.226142], [-3.833167, 4.108110, -0.880317], [-4.801020, 3.921998, -1.865996], [-5.241313, 2.648343, -2.177223], [-4.688996, 1.581981, -1.483383], [-5.212938, -0.072113, -1.499358], [-2.488103, 3.207119, 0.517819], [-3.521818, 5.110739, -0.616253], [-5.235460, 4.777428, -2.366051], [-6.016304, 2.482186, -2.913708], [-0.668700, 2.159355, 2.438090], [-1.006219, -3.175808, -0.228197], [-0.284139, -4.217673, -0.666703], [1.033921, -3.939085, -0.382365], [1.004923, -2.685939, 0.239533], [-0.242643, -2.233438, 0.332831], [-2.016800, -3.042159, -0.247138], [-0.746756, -5.070680, -1.134186], [1.895392, -4.547877, -0.594013], [1.834773, -2.108386, 0.611626], [2.444651, 0.437051, 1.600481], [2.064236, -0.413306, 2.600191], [2.988068, -0.836467, 3.570779], [2.591348, -1.742670, 4.522644], [1.284992, -2.231050, 4.497577], [0.445980, -1.772330, 3.511291], [0.808687, -0.880060, 2.582298], [3.238514, 1.031548, 1.771058], [1.685800, 0.864860, 1.094476], [3.995390, -0.442111, 3.546419], [3.288653, -2.079037, 5.278395], [0.938409, -2.951632, 5.224503], [-0.576550, -2.126996, 3.441029], [1.614199, -0.394743, -1.780049], [2.212469, 0.132072, -3.079090], [3.963085, -0.734795, -3.448978], [4.604002, 0.544262, -4.783441], [5.980921, 0.627800, -4.985224], [6.508080, 1.509229, -5.914037], [5.661721, 2.317360, -6.661876], [4.290479, 2.229061, -6.481970], [3.764018, 1.341964, -5.552113], [4.902174, 0.060225, -1.915309], [5.433610, -0.786741, -0.946528], [6.122317, -0.273392, 0.144902], [6.284319, 1.097401, 0.278095], [5.754176, 1.951475, -0.681492], [5.071618, 1.435327, -1.772505], [0.087687, 0.520626, -1.244382], [-0.917786, 0.261940, -2.747928], [-1.055156, 1.166039, -3.798596], [-1.779294, 0.818211, -4.930018], [-2.344563, -0.442414, -5.044953], [-2.180289, -1.362435, -4.020223], [-1.486521, -1.005238, -2.876624], [0.672146, 2.247350, -1.246283], [-0.161950, 3.299250, -1.608443], [0.271599, 4.612552, -1.509970], [1.535681, 4.892531, -1.014720], [2.370335, 3.850571, -0.637493], [1.947196, 2.538071, -0.757191], [2.342740, -0.348354, -0.964779], [1.333739, -1.443291, -1.897998], [2.375763, 1.208231, -3.038734], [1.542543, -0.074694, -3.914505], [6.644548, -0.000230, -4.400213], [7.579210, 1.566412, -6.058528], [6.070343, 3.009562, -7.386359], [3.625908, 2.852369, -7.066718], [2.688463, 1.276974, -5.434908], [5.314080, -1.859031, -1.056405], [6.544259, -0.944248, 0.882685], [6.836514, 1.500599, 1.117530], [5.887690, 3.022211, -0.583488], [4.681663, 2.109616, -2.527702], [-0.574609, 2.133378, -3.760220], [-1.888512, 1.536895, -5.732259], [-2.904065, -0.705404, -5.933155], [-2.603970, -2.354752, -4.111262], [-1.361033, -1.725444, -2.080451], [-1.157291, 3.093946, -1.962943], [-0.384940, 5.416993, -1.816789], [1.867347, 5.917248, -0.911083], [3.358055, 4.058126, -0.245264], [2.629814, 1.740917, -0.488078], [-2.316073, -4.722249, 2.362369], [-3.332937, -3.514390, 3.399281], [-2.757205, -3.745880, 5.186436], [-5.145774, -4.012357, 3.245037], [-3.124161, -1.261652, 2.671778], [-3.500789, -0.006578, 4.747118], [-5.093407, -0.788778, 5.401123], [-2.004284, -0.162215, 5.880529], [-3.888677, 1.780115, 4.306910], [-2.300158, -5.696649, 2.854722], [-1.282024, -4.396052, 2.238721], [-2.762958, -4.859345, 1.376358], [-2.894017, -4.792802, 5.465688], [-3.323787, -3.140918, 5.893928], [-1.698147, -3.507682, 5.307616], [-5.263785, -5.067476, 3.500706], [-5.497545, -3.871959, 2.221020], [-5.791563, -3.431207, 3.904929], [-4.974026, -1.828919, 5.701663], [-5.869197, -0.743166, 4.634535], [-5.445657, -0.225685, 6.268437], [-1.799607, -1.195796, 6.159360], [-2.169049, 0.410567, 6.796313], [-1.118785, 0.242530, 5.385709], [-4.337934, 1.850672, 3.314636], [-2.998055, 2.406741, 4.318288], [-4.601235, 2.183694, 5.029669]],
  "forces_ev_per_a": [[0.3, 0.3, -0.3], [0.2, -0.8, -0.8], [-0.3, 0.6, -0.2], [0.2, -0.2, 0.1], [-0.2, 0.2, -0.3], [0.3, 0.0, 0.0], [0.1, 0.0, 0.0], [-0.1, 0.0, -0.1], [0.0, 0.1, 0.0], [0.0, -0.2, 0.1], [0.2, 0.0, 0.1], [0.0, -0.1, 0.0], [0.0, 0.0, 0.0], [0.0, 0.0, 0.0], [0.0, 0.0, 0.0], [0.1, -0.1, 0.0], [-0.4, -0.1, -0.1], [0.0, -0.1, -0.1], [0.0, 0.0, 0.0], [0.0, -0.1, 0.1], [0.0, 0.0, 0.2], [0.1, 0.0, 0.1], [0.0, 0.0, 0.0], [0.0, 0.0, 0.0], [-0.1, 0.0, 0.0], [-0.1, -0.2, 0.0], [-0.1, -0.2, 0.2], [0.0, 0.1, 0.0], [0.0, 0.0, -0.1], [-0.1, -0.1, 0.0], [0.0, 0.0, 0.1], [0.1, 0.3, -0.2], [0.1, 0.0, 0.0], [0.0, 0.2, 0.2], [0.0, 0.0, 0.0], [0.0, 0.0, 0.0], [0.0, 0.0, 0.0], [0.0, 0.0, 0.0], [0.0, 0.1, 0.1], [0.0, 0.0, 0.0], [-0.1, 0.2, 0.1], [0.1, -0.1, 0.0], [0.0, -0.1, 0.1], [0.0, 0.0, 0.0], [0.0, 0.0, 0.0], [0.0, 0.0, -0.1], [-0.1, -0.1, 0.1], [0.0, -0.1, 0.0], [-0.1, 0.0, -0.1], [0.0, 0.0, 0.1], [0.0, 0.0, 0.0], [0.0, 0.1, 0.0], [0.0, 0.0, 0.0], [0.0, -0.1, 0.0], [-0.1, 0.1, 0.1], [0.1, 0.0, 0.0], [0.0, 0.0, 0.0], [0.0, 0.1, 0.0], [-0.1, 0.0, 0.0], [0.0, 0.1, 0.1], [-0.1, -0.1, 0.1], [0.0, 0.0, 0.1], [0.0, 0.0, 0.0], [0.0, 0.0, 0.0], [0.1, 0.0, 0.1], [0.0, 0.0, -0.1], [0.0, 0.0, 0.0], [0.0, 0.1, 0.0], [0.0, 0.1, 0.0], [0.0, 0.0, 0.0], [0.0, 0.0, 0.0], [0.0, 0.0, 0.0], [0.0, 0.0, 0.0], [0.0, 0.0, 0.0], [0.0, 0.0, 0.0], [0.0, 0.0, 0.0], [0.0, 0.0, 0.0], [0.0, 0.0, 0.0], [0.0, 0.0, 0.0], [0.0, 0.0, 0.0], [0.0, 0.0, 0.0], [0.0, 0.0, 0.0], [0.0, 0.0, 0.0], [0.0, 0.0, 0.0], [0.0, 0.0, 0.0], [-0.2, 0.0, 0.0], [0.0, 0.0, 0.0], [0.0, 0.0, 0.0], [0.0, 0.0, 0.0], [0.0, 0.1, -0.1], [-0.1, 0.4, 0.0], [0.0, -0.9, 0.4], [-0.1, 0.3, -0.2], [0.2, 0.3, -0.1], [0.0, 0.1, 0.7], [0.0, 0.4, 0.2], [0.3, -0.1, -0.2], [-0.2, 0.0, -0.2], [0.1, -0.2, 0.0], [-0.1, 0.0, 0.1], [0.0, 0.0, 0.0], [0.0, 0.0, 0.0], [0.0, 0.0, -0.1], [0.1, 0.0, 0.0], [0.0, 0.0, 0.0], [0.1, 0.0, 0.0], [0.0, 0.0, 0.0], [0.0, 0.0, 0.0], [0.0, 0.0, 0.0], [0.0, 0.0, 0.0], [0.1, 0.1, 0.0], [0.0, 0.0, 0.0], [0.0, 0.0, 0.0], [0.0, 0.0, 0.0], [0.0, 0.0, 0.0], [0.0, 0.0, 0.0], [0.0, 0.0, 0.0]],
  "lowdin_spin": [2.3585, 0.3938, 0.0501, 0.0990, 0.0060, 0.0028, 0.0007, 0.0025, 0.0016, 0.0091, 0.0347, 0.0027, 0.0000, 0.0002, 0.0003, 0.3565, 0.0065, -0.0003, 0.0016, 0.0020, 0.0795, 0.0020, 0.0004, 0.0005, -0.0004, 0.0002, 0.0058, 0.0034, -0.0013, 0.0045, 0.0267, 0.0929, 0.0000, 0.0019, 0.0005, -0.0001, 0.0007, 0.0252, 0.0105, 0.0046, 0.0020, 0.0005, 0.0002, 0.0000, 0.0000, 0.0000, 0.0000, 0.0001, 0.0001, 0.0000, 0.0001, 0.0000, 0.0000, 0.0894, 0.0130, 0.0054, 0.0002, 0.0037, -0.0003, 0.0053, 0.0137, 0.0055, -0.0002, 0.0079, 0.0003, 0.0050, 0.0002, 0.0001, 0.0002, 0.0001, 0.0000, 0.0000, 0.0000, 0.0000, 0.0000, 0.0000, 0.0000, 0.0000, 0.0000, 0.0000, 0.0003, 0.0000, 0.0002, -0.0001, 0.0012, 0.0002, -0.0002, 0.0004, -0.0002, 0.0003, 0.0010, 0.0614, 0.0063, 0.0205, 0.8523, 0.1796, 0.0464, 0.0470, 0.0120, -0.0001, -0.0001, 0.0003, 0.0008, 0.0002, 0.0002, 0.0028, -0.0001, 0.0003, 0.0002, 0.0023, 0.0072, 0.0003, 0.0090, 0.0007, 0.0016, 0.0048, 0.0024],
  "charge": 1,
  "homo_ev": [-8.97, -10.36],
  "e_tot_ha": -8688.4945,
  "lumo_energy_ev": [-1.6, -4.9],
  "multiplicity": 6
}